151
Properties=species:S:1:pos:R:3:lowdin_charge:R:1 method="wB97M-V/def2-TZVPD" total_charge=0 e_lumo_ev=0.35 orbital_gap_ev=9.504 energy_ha=-2482.0330 smiles=COC[C@H](C)N.COC[C@H](C)N.CC(C)O.CC(C)O.CC(C)O.CC(C)O.CC(C)O.CC(C)O.CC(C)O.CC(C)O.CC(C)O.CCO
C 1.90053 -1.59858 3.51002 -0.070
O 1.88985 -0.18055 3.67531 -0.215
C 0.68371 0.16741 4.32642 -0.203
C 0.60622 1.67326 4.37296 -0.395
C 1.66397 2.42639 5.24307 -0.028
N -0.74396 2.02845 4.92253 0.054
H 1.04354 -1.87983 2.90249 0.052
H 1.76083 -2.06288 4.51666 0.109
H 2.86685 -1.83229 3.08546 0.085
H -0.17925 -0.28158 3.85351 0.118
H 0.67395 -0.25575 5.32226 0.128
H 0.72623 2.05622 3.34862 0.107
H 1.40364 3.49750 5.23974 0.075
H 2.62654 2.23038 4.80424 0.065
H 1.62221 2.08604 6.26439 0.072
H -0.78551 3.03350 4.95412 0.050
H -1.49327 1.78443 4.26093 0.052
C 1.29852 -1.55771 -2.81501 -0.055
O 0.75451 -0.55281 -1.93677 -0.210
C 0.56506 -0.98969 -0.58632 -0.171
C -0.58589 -0.22985 0.10150 -0.390
C -1.85137 -0.40823 -0.68095 -0.039
N -0.36000 1.18338 0.40221 0.083
H 1.34301 -1.11931 -3.77751 0.053
H 0.76971 -2.52930 -2.90039 0.098
H 2.34576 -1.64640 -2.51384 0.084
H 0.35199 -2.06473 -0.51919 0.114
H 1.50820 -0.83190 -0.05334 0.113
H -0.73039 -0.75175 1.07929 0.137
H -2.21080 -1.44752 -0.51413 0.086
H -1.84714 -0.14672 -1.74153 0.074
H -2.56048 0.28688 -0.18312 0.076
H -0.30188 1.66142 -0.49169 0.068
H 0.58060 1.30171 0.80327 0.075
C 3.40862 1.56765 -0.71066 -0.033
C 3.66689 1.08194 0.67959 -0.474
C 4.83402 1.80388 1.27082 -0.046
O 2.47550 1.37173 1.40403 -0.102
H 4.22929 1.27842 -1.37383 0.084
H 3.35741 2.66833 -0.71715 0.095
H 2.43704 1.26842 -1.08197 0.062
H 3.85339 0.01623 0.79518 0.121
H 5.78542 1.65707 0.78857 0.082
H 4.98301 1.50250 2.31743 0.092
H 4.69386 2.86219 1.30830 0.075
H 2.52495 1.04941 2.31539 0.073
C -5.29824 -0.69256 1.48492 -0.038
C -4.63941 -0.75615 2.91383 -0.431
C -5.11995 -1.94403 3.73816 -0.070
O -3.18230 -0.89544 2.90995 -0.105
H -4.88026 0.16050 0.89207 0.069
H -6.36851 -0.44037 1.57648 0.080
H -5.20070 -1.59196 0.90424 0.064
H -4.93028 0.15238 3.49742 0.132
H -4.44395 -2.12744 4.60214 0.089
H -5.06982 -2.86185 3.14394 0.071
H -6.09671 -1.75856 4.11262 0.064
H -2.89788 -0.05259 2.47818 0.049
C 0.47029 5.74977 2.53424 -0.056
C 0.85670 4.61462 1.62723 -0.517
C 0.79047 5.07829 0.17930 -0.052
O 2.11059 4.10466 2.01136 -0.044
H 0.40707 5.50614 3.59953 0.072
H -0.50745 6.14063 2.22311 0.077
H 1.17510 6.59967 2.36025 0.099
H 0.11730 3.79169 1.69324 0.114
H 0.78784 4.26739 -0.51586 0.043
H 1.65062 5.69387 -0.09912 0.093
H -0.14688 5.56061 -0.04389 0.069
H 2.17068 3.17720 1.75697 0.032
C 4.60223 1.32671 -4.83536 -0.048
C 4.16277 0.12707 -5.68562 -0.473
C 4.88019 -1.04765 -5.09090 -0.081
O 2.74074 -0.08129 -5.66953 -0.071
H 4.18909 1.15061 -3.86299 0.055
H 4.33807 2.28636 -5.16244 0.056
H 5.68237 1.34595 -4.65344 0.088
H 4.49548 0.19377 -6.74909 0.147
H 4.51502 -1.95210 -5.58612 0.083
H 4.75941 -1.13457 -4.00864 0.075
H 5.96192 -0.98643 -5.29157 0.090
H 2.39104 0.12008 -6.55352 0.102
C -0.22760 -4.11698 2.81253 -0.069
C -1.55677 -4.32289 2.14003 -0.498
C -2.60918 -4.73300 3.12887 -0.053
O -1.99079 -3.21454 1.34967 -0.074
H 0.57449 -3.68706 2.18004 0.060
H 0.10436 -5.08959 3.14861 0.084
H -0.41313 -3.51655 3.72432 0.091
H -1.34626 -5.08762 1.36790 0.132
H -2.97125 -3.88383 3.73177 0.071
H -2.30204 -5.44572 3.91038 0.089
H -3.43837 -5.13153 2.56077 0.079
H -2.45419 -2.47536 1.78643 0.055
C 4.10359 -3.08875 0.18949 -0.050
C 2.96101 -3.89944 -0.34108 -0.510
C 3.36638 -4.72052 -1.54091 -0.050
O 2.51551 -4.70751 0.76872 -0.048
H 4.59302 -2.62036 -0.62226 0.063
H 4.77478 -3.58740 0.88658 0.092
H 3.71203 -2.29192 0.87716 0.063
H 2.12982 -3.26480 -0.62870 0.090
H 2.51002 -5.36203 -1.69080 0.029
H 4.15925 -5.47143 -1.22672 0.110
H 3.72708 -4.15838 -2.45412 0.102
H 1.66845 -5.05048 0.45916 0.066
C 0.71519 2.28285 -4.66422 -0.035
C 0.32786 3.06436 -3.37588 -0.474
C -0.37588 4.34246 -3.69240 -0.060
O -0.45989 2.25029 -2.48830 -0.078
H -0.19333 1.90148 -5.13162 0.089
H 1.39835 1.44527 -4.48554 0.053
H 1.17717 2.99476 -5.30628 0.067
H 1.27404 3.32170 -2.82706 0.134
H -1.12643 4.21516 -4.47071 0.082
H 0.41414 5.00449 -4.10420 0.097
H -0.74243 4.79237 -2.79943 0.063
H -0.15494 1.34831 -2.57894 0.044
C -2.89674 3.68514 0.70435 -0.053
C -2.75218 3.08621 2.11624 -0.479
C -4.11417 3.20980 2.81245 -0.047
O -2.39087 1.70467 2.01760 -0.147
H -1.94378 3.69479 0.14962 0.068
H -3.26662 4.70216 0.79720 0.081
H -3.63785 3.09188 0.14728 0.072
H -2.02581 3.66847 2.68706 0.110
H -4.11939 2.67234 3.78852 0.090
H -4.85458 2.79183 2.16281 0.066
H -4.38618 4.25274 2.91311 0.076
H -1.51279 1.61326 1.45262 0.054
C 0.06079 -5.71837 -2.07143 -0.070
C -1.39160 -6.16853 -2.19186 -0.527
C -2.16318 -5.06258 -2.82153 -0.071
O -1.49816 -7.33680 -2.96152 -0.038
H 0.26160 -4.84160 -1.46988 0.058
H 0.46489 -5.49057 -3.06211 0.085
H 0.64306 -6.58856 -1.70097 0.094
H -1.84943 -6.38719 -1.26155 0.127
H -3.19675 -5.45556 -2.97169 0.099
H -1.69949 -4.66463 -3.70793 0.073
H -2.33118 -4.18793 -2.15495 0.088
H -1.15933 -7.13265 -3.85979 0.108
C -4.49403 1.59224 -2.97947 -0.080
C -3.86014 2.95157 -2.60054 -0.311
O -4.86121 3.72227 -1.90647 -0.109
H -3.70818 0.93594 -3.35736 0.061
H -5.28459 1.75293 -3.73830 0.073
H -5.10531 1.09558 -2.20248 0.075
H -3.50774 3.53967 -3.46818 0.108
H -2.98206 2.74120 -1.95237 0.077
H -4.33862 4.49210 -1.60372 0.079

***

155
Properties=species:S:1:pos:R:3:lowdin_charge:R:1 method="wB97M-V/def2-TZVPD" total_charge=0 e_lumo_ev=0.10 orbital_gap_ev=8.954 energy_ha=-2659.7228 smiles=COC[C@H](C)N.COC[C@H](C)N.COC[C@H](C)N.COC[C@H](C)N.COC[C@H](C)N.COC[C@H](C)N.COC[C@H](C)N.COCCNCCOC.CC(C)O
C 10.78334 -4.22866 -0.67040 -0.108
O 9.37112 -4.34699 -0.77622 -0.192
C 8.62083 -3.16717 -0.48409 -0.178
C 7.22797 -3.30542 -1.16656 -0.404
C 7.25488 -3.96621 -2.57704 -0.068
N 6.67046 -1.98686 -1.41977 0.002
H 11.07986 -3.64102 0.19843 0.077
H 11.17455 -3.62736 -1.49107 0.086
H 11.39727 -5.10840 -0.47746 0.086
H 8.47312 -2.78140 0.52460 0.124
H 9.10403 -2.34449 -1.01118 0.112
H 6.52943 -3.82402 -0.50990 0.129
H 7.80330 -4.90809 -2.56391 0.064
H 7.83212 -3.31613 -3.23454 0.074
H 6.32040 -4.14608 -3.10855 0.073
H 7.25658 -1.54965 -2.11648 0.058
H 5.83695 -1.94640 -1.98874 0.067
C -5.68492 4.14788 -5.09844 -0.124
O -5.05459 5.00391 -4.20114 -0.190
C -3.79243 5.48718 -4.54938 -0.209
C -3.02130 6.34158 -3.50783 -0.388
C -3.63858 7.75187 -3.26432 -0.070
N -1.71082 6.77623 -4.03348 0.005
H -5.09214 3.23328 -5.08411 0.085
H -5.71552 4.44712 -6.14611 0.085
H -6.72863 3.97066 -4.83888 0.091
H -3.24587 4.64063 -4.96498 0.115
H -3.95553 6.09897 -5.43664 0.126
H -2.85227 5.79842 -2.57806 0.129
H -3.18920 8.20146 -2.37887 0.069
H -4.69103 7.56641 -3.04970 0.070
H -3.46940 8.45573 -4.07922 0.078
H -1.24339 5.94990 -4.37815 0.059
H -1.16847 7.12146 -3.25450 0.070
C 2.64182 -7.31406 -0.01171 -0.045
O 1.15164 -7.06159 0.00930 -0.181
C 0.57865 -8.00846 -0.83369 -0.277
C -0.94163 -7.91136 -0.80719 -0.446
C -1.57688 -7.88646 0.59465 -0.054
N -1.50312 -9.00416 -1.55234 0.028
H 3.11414 -7.04878 -0.95757 0.079
H 2.82389 -8.37176 0.17856 0.079
H 3.09352 -6.66528 0.73873 0.079
H 0.91029 -7.80785 -1.85245 0.123
H 0.92277 -9.01456 -0.59403 0.116
H -1.17322 -6.96247 -1.29099 0.138
H -2.66007 -7.76487 0.59894 0.074
H -1.30620 -6.99173 1.15527 0.070
H -1.31446 -8.80283 1.12333 0.079
H -1.10257 -9.15712 -2.46681 0.069
H -1.21537 -9.86620 -1.11167 0.068
C 3.23179 5.35040 0.04303 -0.116
O 3.14757 4.90454 1.38383 -0.164
C 4.42665 4.53807 1.87109 -0.220
C 4.88793 3.08051 1.97614 -0.483
C 6.23291 2.73144 2.53739 -0.056
N 4.67386 2.52081 0.66891 0.039
H 3.95231 6.16032 -0.07085 0.089
H 2.22096 5.67068 -0.20941 0.082
H 3.38974 4.50005 -0.62035 0.073
H 5.29802 5.04884 1.46129 0.124
H 4.32732 4.76313 2.93297 0.123
H 4.12342 2.65055 2.62326 0.128
H 6.25873 2.94150 3.60664 0.079
H 6.99103 3.33720 2.04100 0.082
H 6.52908 1.68288 2.50720 0.080
H 3.67799 2.35914 0.62187 0.072
H 5.08170 1.59682 0.66724 0.066
C -1.62636 -2.24647 7.65014 -0.106
O -2.73370 -1.49590 8.13084 -0.194
C -2.52898 -0.78698 9.38981 -0.187
C -2.50466 -1.73229 10.59093 -0.416
C -3.77106 -2.67693 10.56280 -0.063
N -2.42026 -1.12281 11.91519 0.037
H -1.53929 -3.11808 8.29885 0.081
H -0.73221 -1.62649 7.58540 0.087
H -1.68358 -2.58151 6.61450 0.080
H -1.69540 -0.10855 9.57142 0.119
H -3.32237 -0.03959 9.39515 0.122
H -1.68252 -2.43912 10.47889 0.118
H -4.71577 -2.18217 10.33729 0.077
H -3.97125 -3.14986 11.52424 0.063
H -3.76440 -3.55275 9.91395 0.068
H -3.24327 -1.45020 12.40055 0.052
H -2.66477 -0.14285 11.91712 0.064
C -1.72726 3.60013 4.00131 -0.091
O -1.77639 4.99065 4.40092 -0.180
C -2.55211 5.81350 3.53869 -0.198
C -3.72817 6.54685 4.30480 -0.393
C -4.66681 5.58754 5.11413 -0.068
N -4.62127 7.14262 3.30020 0.010
H -1.40719 2.89948 4.77252 0.081
H -0.99177 3.54008 3.19910 0.083
H -2.66223 3.15151 3.66563 0.079
H -2.05975 6.62086 2.99661 0.119
H -3.05897 5.24284 2.76053 0.106
H -3.26190 7.29101 4.95048 0.130
H -5.27836 4.93235 4.49379 0.072
H -5.38830 6.19109 5.66484 0.069
H -4.04734 4.96433 5.75908 0.066
H -4.81525 6.36018 2.69171 0.056
H -5.51485 7.30329 3.74269 0.058
C -0.53342 2.21496 -12.95281 -0.122
O -0.16116 1.85800 -11.65654 -0.190
C 0.04575 0.45866 -11.62270 -0.187
C 0.41486 -0.10209 -10.20809 -0.481
C 1.06276 0.86973 -9.36914 -0.099
N 1.16935 -1.29880 -10.25277 0.033
H -0.85182 3.25615 -12.90124 0.092
H -1.34150 1.57075 -13.29936 0.088
H 0.36579 2.14212 -13.56454 0.090
H -0.81690 -0.10702 -11.97477 0.116
H 0.78399 0.21033 -12.38522 0.118
H -0.49990 -0.37192 -9.68036 0.139
H 0.32271 1.46196 -8.83090 0.085
H 1.74337 1.61812 -9.77509 0.092
H 1.56939 0.42133 -8.51452 0.083
H 0.99800 -1.73486 -9.35802 0.075
H 2.13327 -1.02078 -10.13589 0.071
C -2.08001 0.84788 -1.23815 -0.139
O -1.48146 -0.17690 -1.96618 -0.239
C -0.28192 0.22764 -2.80764 -0.097
C 0.98860 0.22191 -1.86789 -0.191
N 1.52987 -1.14806 -1.64638 -0.069
C 0.65749 -2.12657 -0.99441 -0.188
C 0.12620 -1.66780 0.42306 -0.221
O 1.13945 -1.14126 1.27666 -0.200
C 1.79825 -2.31010 1.92197 -0.064
H -2.71304 1.48968 -1.85090 0.079
H -1.25735 1.39856 -0.78199 0.084
H -2.78895 0.32867 -0.59324 0.093
H -0.50865 1.20433 -3.23513 0.104
H 0.01648 -0.38925 -3.65529 0.114
H 0.93046 0.63139 -0.85940 0.095
H 1.82940 0.80108 -2.24962 0.108
H 2.17902 -0.99424 -0.88806 0.082
H 1.27581 -3.00423 -0.80601 0.098
H -0.16670 -2.46083 -1.62457 0.111
H -0.53446 -2.36641 0.93646 0.115
H -0.50324 -0.78857 0.28572 0.090
H 2.48152 -1.95392 2.69293 0.084
H 2.39667 -2.89958 1.22735 0.072
H 1.03655 -3.00580 2.27401 0.080
C -5.73591 -3.36635 3.20216 -0.036
C -5.50511 -1.98384 3.91047 -0.515
C -6.24204 -0.87203 3.27538 -0.079
O -5.98640 -2.14019 5.22398 -0.053
H -6.73890 -3.41660 2.77839 0.077
H -5.43626 -4.15285 3.89478 0.073
H -5.00805 -3.50569 2.40285 0.065
H -4.46532 -1.66326 3.97503 0.132
H -7.30101 -1.11036 3.17597 0.084
H -5.98257 -0.88330 2.21677 0.080
H -6.02015 0.07253 3.77205 0.085
H -5.27137 -1.86375 5.80183 0.083